This record from OMol25 describes a molecular structure, C6H26CsF6O7P in a non-equilibrium geometry. The level of theory is ωB97M-V with the def2-TZVPD basis set.

Orbital gap (alpha / beta): 9.000 / 2.796 eV
E_HOMO (alpha / beta): -0.444 / -0.444 Ha
⟨S²⟩: 0.757

```
! RIJCOSX wB97M-V def2-TZVPD def2/J DEFGRID3
* xyz 1 2
Cs 5.38 -1.36 -0.34
P 1.62 -0.95 -0.17
F 0.60 0.29 0.20
F 1.44 -1.58 1.32
F 0.35 -1.90 -0.54
F 2.67 -2.19 -0.45
F 1.80 -0.52 -1.76
F 2.86 0.08 0.22
C -0.76 0.21 4.77
C 0.35 -0.53 4.03
O 1.07 0.29 3.19
H -1.46 -0.36 5.38
H -1.39 0.83 4.13
H -0.44 0.96 5.49
H -0.06 -1.49 3.73
H 1.16 -0.76 4.72
H 1.14 -0.17 2.35
C -1.90 2.99 1.41
C -2.75 1.83 1.59
O -2.65 1.09 0.46
H -0.94 2.89 0.91
H -1.68 3.35 2.42
H -2.42 3.85 0.98
H -3.78 2.03 1.89
H -2.24 1.30 2.39
H -1.75 0.81 0.28
C 0.33 2.19 -2.25
C 0.21 2.95 -3.54
O 0.19 2.01 -4.61
H -0.10 2.82 -1.47
H 1.40 2.03 -2.15
H -0.12 1.19 -2.22
H 1.17 3.44 -3.74
H -0.46 3.80 -3.60
H 0.43 2.46 -5.42
O 2.11 -5.20 -1.09
H 1.27 -4.92 -0.73
H 2.75 -4.59 -0.71
O 1.18 -0.44 -4.50
H 0.63 0.33 -4.61
H 1.51 -0.37 -3.60
O -2.36 -2.13 -1.49
H -2.01 -1.35 -1.07
H -1.79 -2.27 -2.25
O -0.74 -4.53 -0.15
H -1.28 -4.79 0.59
H -0.54 -3.61 0.01
*
```